1.
Density functional theory data (wB97M-V/def2-TZVPD) for a structure of composition C25H21F3NO8S3 at a distorted geometry.

Its calculated total energy is -84793.758 eV. As for the frontier orbital gap: 4.850 eV. The relative energy (zero: lowest compared OMol25 entry of this formula, charge and spin) comes out at 94.9 kJ/mol. For the largest force on an atom, the calculation gives 2.1 eV/Å. The charge is -1.

Positions of all 61 atoms, in Å:
F (1.7890, 1.2317, -0.0396)
C (1.8652, 1.2523, 1.3248)
F (3.1602, 1.2792, 1.7054)
F (1.2718, 2.3799, 1.7797)
S (1.0598, -0.3034, 1.8289)
N (0.2910, 0.1627, 3.2950)
S (1.0702, -0.3512, 4.9785)
C (1.8459, 1.0920, 5.6947)
C (3.2300, 1.0678, 5.8823)
C (3.8404, 2.0923, 6.6120)
C (3.0627, 3.1231, 7.1527)
C (1.6740, 3.1376, 6.9606)
C (1.0613, 2.1156, 6.2266)
O (-0.0536, -0.7081, 5.7997)
O (2.0991, -1.2969, 4.6451)
S (-1.3695, -0.2455, 3.0650)
C (-1.5517, 0.8945, 1.7115)
C (-1.5711, 2.2551, 2.0050)
C (-1.6763, 3.1781, 0.9636)
C (-1.8002, 2.7248, -0.3472)
C (-1.7492, 1.3569, -0.6087)
C (-1.6839, 0.4153, 0.4063)
O (-1.4737, -1.6104, 2.6450)
O (-2.1343, 0.2843, 4.1513)
H (3.8171, 0.2589, 5.4546)
H (4.9256, 2.0815, 6.7517)
H (3.5511, 3.9196, 7.7179)
H (1.0780, 3.9466, 7.3919)
H (-0.0103, 2.1123, 6.0460)
H (-1.4741, 2.5657, 3.0440)
H (-1.6351, 4.2476, 1.1720)
H (-1.9197, 3.4182, -1.1821)
H (-1.7348, 1.0295, -1.6351)
H (-1.6630, -0.6590, 0.2127)
C (-2.5047, -1.3785, -4.6252)
C (-2.2781, -0.5417, -3.3860)
C (-3.6027, 0.1627, -3.1490)
O (-1.9618, -1.3470, -2.2349)
C (-0.7029, -1.9352, -2.1901)
O (-0.4844, -2.7783, -1.3419)
C (0.2173, -1.4115, -3.1810)
C (0.9524, -2.2670, -4.0298)
C (1.4467, -1.8182, -5.3058)
C (1.5762, -2.7258, -6.3499)
C (1.3171, -4.0895, -6.1347)
C (1.1111, -4.5667, -4.8311)
C (0.9603, -3.6746, -3.7792)
C (0.0714, -0.0244, -3.5757)
O (0.9452, 0.7543, -3.8930)
O (-1.2406, 0.4372, -3.5576)
H (-1.6122, -1.9444, -4.9187)
H (-3.3477, -2.0527, -4.4029)
H (-2.8152, -0.6869, -5.4242)
H (-3.6060, 0.7801, -2.2572)
H (-3.8259, 0.7827, -4.0238)
H (-4.3737, -0.6080, -3.0544)
H (1.6914, -0.7645, -5.4324)
H (1.8213, -2.3556, -7.3509)
H (1.2529, -4.7647, -6.9835)
H (1.0180, -5.6371, -4.6435)
H (0.7827, -3.9935, -2.7556)

Cartesian forces, eV/Å:
0.510 0.315 1.277
-0.571 0.160 -0.591
-0.523 0.290 -0.377
0.677 -0.842 -0.307
0.774 -0.172 0.984
1.166 -0.670 1.607
-0.858 -0.579 -1.531
0.156 0.194 0.063
-0.011 0.124 -0.107
-0.262 0.050 -0.055
-0.046 -0.268 -0.194
0.190 -0.196 -0.132
0.104 0.192 -0.026
0.665 0.326 -0.437
-0.367 0.619 0.166
-0.304 1.199 -0.575
-0.953 -0.207 -0.466
0.046 -0.013 -0.030
-0.161 -0.016 0.129
0.213 -0.176 0.237
-0.178 0.035 -0.254
0.298 0.236 0.510
-0.032 0.358 0.242
0.186 -0.334 0.342
-0.151 0.131 0.106
-0.448 0.009 -0.039
-0.216 -0.233 -0.148
0.158 -0.336 -0.226
0.109 -0.026 0.147
0.003 0.045 -0.270
-0.140 -0.277 0.025
0.205 -0.146 0.288
-0.008 0.067 0.176
0.020 0.329 -0.088
0.199 -0.338 -0.368
0.660 -0.225 0.254
0.020 0.126 0.235
-0.704 0.354 0.117
0.789 0.487 -0.698
-0.586 0.176 -0.254
-0.472 1.148 0.687
0.761 -1.181 -1.017
0.071 -0.469 0.574
-0.241 -0.197 0.393
0.085 -0.049 -0.113
-0.041 0.404 -0.274
0.257 0.502 -0.303
-0.071 -0.794 0.473
-0.493 0.014 -0.207
-0.762 0.333 -0.021
-0.313 0.113 -0.022
0.427 0.067 -0.224
0.229 -0.380 0.105
-0.049 0.017 0.032
0.042 -0.076 0.201
0.078 0.194 0.046
-0.322 -0.282 -0.096
-0.008 -0.193 0.336
0.274 -0.025 0.115
0.024 0.211 -0.088
-0.105 -0.121 -0.331

The Mulliken scheme yields these atomic charges, measured in e: -0.193, 0.716, -0.235, -0.197, 0.013, -0.190, 1.306, 0.272, -0.280, -0.555, -0.329, -0.605, -0.388, -0.608, -0.650, 1.387, -0.305, -0.755, -0.634, -1.118, -0.640, 0.485, -0.681, -0.687, 0.440, 0.361, 0.361, 0.368, 0.412, 0.419, 0.372, 0.415, 1.004, 0.622, -1.481, 1.406, -1.502, -0.369, 0.731, -0.738, 0.013, 0.132, -0.520, -0.457, -0.485, -0.499, -0.501, 0.469, -0.736, -0.477, 0.177, 0.381, 0.391, 0.382, 0.378, 0.395, 0.437, 0.340, 0.353, 0.352, 0.525

=====

2.
Density functional theory data (wB97M-V/def2-TZVPD) for a structure of composition C25H21F6MnN3O9P2 at a distorted geometry.

Its calculated total energy is -115375.637 eV. As for the frontier orbital gap (spin up / spin down): 6.306 / 5.743 eV. As for the expectation value of S²: 0.796. As for the spin multiplicity: 2. For the largest force on an atom, the calculation gives 1.0 eV/Å. The charge is -2.

Positions of all 67 atoms, in Å:
Mn (0.0283, 0.6875, 0.8399)
O (-1.8289, -0.5161, 4.2137)
C (-1.4203, -0.1994, 3.0943)
O (-0.4931, 0.5975, 2.7765)
C (-2.1385, -0.8082, 1.8885)
C (-3.3111, -1.5887, 2.0529)
C (-3.9463, -2.0521, 0.9473)
C (-3.4229, -1.7593, -0.3391)
C (-4.0335, -2.2045, -1.5370)
C (-3.4798, -1.9001, -2.7467)
C (-2.2887, -1.1388, -2.8124)
C (-1.6793, -0.6920, -1.6751)
C (-2.2461, -0.9959, -0.4149)
N (-1.6321, -0.5318, 0.7158)
H (-3.6498, -1.7663, 3.0633)
H (-4.8548, -2.6413, 1.0240)
H (-4.9458, -2.7878, -1.4707)
H (-3.9511, -2.2381, -3.6623)
H (-1.8615, -0.9023, -3.7794)
H (-0.7719, -0.1037, -1.7018)
N (4.3874, 2.4437, -0.1530)
C (3.1129, 2.5601, -0.9636)
C (3.3419, 3.3995, -2.2060)
P (2.5481, 0.8233, -1.2298)
O (2.9747, 0.5449, -2.7834)
O (1.0614, 0.7933, -1.1557)
O (3.4854, 0.0293, -0.3517)
P (1.9380, 3.4240, 0.2107)
O (0.7407, 3.8046, -0.7714)
O (2.7320, 4.6302, 0.5922)
O (1.4700, 2.4372, 1.2304)
H (5.2047, 2.5967, -0.7362)
H (4.3173, 1.3897, 0.1460)
H (4.3714, 3.1391, 0.5970)
H (4.1524, 2.9937, -2.8215)
H (3.5624, 4.4321, -1.9284)
H (2.4355, 3.3968, -2.8082)
H (2.7462, -0.3598, -3.0264)
H (0.0238, 3.1200, -0.6639)
C (-1.8178, 4.2009, 1.0762)
C (-2.2122, 3.0063, 0.1888)
O (-1.2209, 2.1114, -0.0179)
C (-2.6802, 3.5463, -1.1916)
F (-1.6570, 4.1035, -1.8568)
F (-3.6321, 4.5117, -1.0973)
F (-3.1867, 2.5967, -1.9947)
C (-3.4387, 2.3335, 0.8738)
F (-3.1093, 1.8911, 2.0901)
F (-4.4882, 3.1821, 1.0547)
F (-3.9310, 1.2865, 0.1906)
H (-1.0348, 4.7705, 0.5823)
H (-1.4085, 3.7973, 2.0014)
H (-2.6630, 4.8550, 1.2931)
N (3.8290, -8.6068, 1.1675)
C (3.4192, -7.5293, 1.1431)
C (2.9102, -6.1888, 1.1129)
C (3.2919, -5.3133, 0.0920)
C (2.8037, -4.0253, 0.0653)
C (1.9104, -3.5503, 1.0500)
C (1.5444, -4.4533, 2.0717)
C (2.0311, -5.7416, 2.1042)
C (1.4127, -2.2343, 1.0132)
C (0.9689, -1.0898, 0.9910)
H (3.9764, -5.6521, -0.6757)
H (3.1075, -3.3436, -0.7181)
H (0.8637, -4.1066, 2.8380)
H (1.7321, -6.4145, 2.8982)

Cartesian forces, eV/Å:
0.256 -0.113 0.025
0.067 0.042 0.084
-0.202 -0.163 -0.185
-0.064 0.266 0.013
-0.108 -0.132 0.093
0.211 0.120 -0.021
-0.076 -0.042 -0.083
-0.143 -0.137 0.029
0.019 0.016 0.089
0.082 0.058 -0.054
-0.111 -0.064 -0.027
-0.054 0.001 0.052
0.207 0.007 0.046
0.110 0.090 -0.110
-0.009 -0.005 0.003
0.003 -0.002 -0.006
-0.001 -0.002 -0.008
-0.005 -0.008 0.001
0.007 0.009 0.002
0.011 0.008 0.010
-0.177 -0.991 -0.060
-0.148 0.041 -0.087
0.025 0.000 -0.074
0.616 -0.132 0.282
0.042 0.134 -0.173
-0.362 -0.198 0.189
-0.100 0.394 -0.140
-0.557 0.197 -0.440
0.498 0.073 0.116
0.203 -0.048 0.228
0.062 -0.567 0.152
0.028 -0.106 -0.003
0.138 0.664 -0.110
-0.144 0.068 0.110
-0.007 -0.025 0.013
0.004 0.009 0.014
0.001 0.006 0.016
-0.050 0.047 0.055
-0.152 -0.181 0.089
0.056 -0.007 0.019
-0.231 -0.176 0.194
0.077 0.606 -0.404
0.003 0.038 -0.049
-0.095 0.016 -0.015
-0.044 0.025 0.006
-0.011 -0.043 0.009
-0.035 -0.004 -0.035
0.007 0.028 0.079
-0.008 0.038 -0.028
0.014 0.013 -0.005
0.021 0.005 -0.028
0.005 -0.017 -0.003
-0.004 -0.019 0.008
0.016 -0.035 -0.003
-0.062 0.140 0.010
0.086 -0.221 0.005
-0.044 0.096 0.012
0.022 -0.003 -0.070
0.083 -0.023 -0.016
-0.018 0.010 0.035
-0.027 0.073 -0.006
-0.166 -0.052 0.084
0.220 0.183 0.053
0.004 -0.018 0.006
-0.005 0.030 0.022
0.000 0.004 -0.006
0.014 -0.019 -0.005

The Mulliken scheme yields these atomic charges, measured in e: 0.905, -0.855, 0.448, -0.647, 0.242, -0.958, -1.061, 1.550, -0.848, -0.578, -0.968, -0.521, -0.349, 1.283, 0.570, 0.352, 0.367, 0.367, 0.452, 0.517, -0.113, 0.479, -2.002, 0.791, -0.617, -0.429, -1.018, 0.736, -0.796, -0.865, -0.753, 0.324, 0.407, 0.378, 0.498, 0.481, 0.303, 0.360, 0.568, -2.200, 1.133, -0.063, 0.586, -0.185, -0.331, -0.272, 0.369, -0.260, -0.325, -0.245, 0.431, 0.450, 0.426, -0.611, 0.096, 0.566, -0.625, -0.382, 0.150, -0.466, -0.621, 0.083, -0.485, 0.391, 0.471, 0.524, 0.396

=====

3.
Density functional theory data (wB97M-V/def2-TZVPD) for a structure of composition C25H21N3O2PV at a distorted geometry.

Its calculated total energy is -69777.816 eV. As for the frontier orbital gap (spin up / spin down): 5.423 / 5.287 eV. As for the expectation value of S²: 0.950. As for the spin multiplicity: 2. The relative energy (zero: lowest compared OMol25 entry of this formula, charge and spin) comes out at 0.0 kJ/mol. For the largest force on an atom, the calculation gives 1.8 eV/Å. The charge is +3.

Positions of all 53 atoms, in Å:
V (-0.8232, -1.5470, -0.3852)
C (-1.0807, 2.8798, 3.6241)
C (-2.0216, 1.8604, 3.8838)
C (-2.0420, 0.7477, 3.1002)
C (-1.1054, 0.6458, 2.0155)
C (-0.1604, 1.6952, 1.7627)
C (-0.1495, 2.7911, 2.5735)
N (-1.0295, -0.4383, 1.2463)
N (-1.9069, -1.4292, 1.3945)
C (-1.4040, -2.7848, 1.4418)
C (-2.1100, -3.7698, 2.1002)
C (-1.5587, -5.0493, 2.0795)
C (-0.3695, -5.2940, 1.3972)
C (0.2453, -4.2640, 0.7075)
N (-0.2715, -3.0281, 0.7529)
H (-1.0728, 3.7568, 4.2615)
H (-2.7167, 1.9740, 4.7045)
H (-2.7526, -0.0508, 3.2622)
H (0.5595, 1.5728, 0.9650)
H (0.5673, 3.5872, 2.4273)
H (-3.0265, -3.5377, 2.6244)
H (-2.0645, -5.8561, 2.5946)
H (0.0658, -6.2835, 1.3727)
H (1.1366, -4.4029, 0.1104)
O (0.7090, -3.4615, -3.2518)
C (0.4103, -2.3922, -2.9242)
O (-0.7558, -2.2619, -1.9516)
C (0.9393, -1.0132, -3.1528)
P (0.6707, -0.0289, -1.6241)
C (2.2025, 0.6001, -0.9862)
C (2.9199, 1.5343, -1.7469)
C (4.1617, 1.9569, -1.3062)
C (4.6897, 1.4506, -0.1219)
C (3.9819, 0.5206, 0.6298)
C (2.7384, 0.0883, 0.1983)
C (-0.5737, 1.2110, -1.9619)
C (-0.4074, 2.5465, -1.5828)
C (-1.4334, 3.4504, -1.8010)
C (-2.6331, 3.0306, -2.3696)
C (-2.8093, 1.7028, -2.7370)
C (-1.7830, 0.7908, -2.5418)
H (0.3924, -0.5647, -3.9878)
H (1.9967, -1.0644, -3.4178)
H (2.5210, 1.9221, -2.6776)
H (4.7238, 2.6729, -1.8903)
H (5.6659, 1.7771, 0.2112)
H (4.4056, 0.1244, 1.5424)
H (2.1969, -0.6498, 0.7816)
H (0.5292, 2.8872, -1.1592)
H (-1.2927, 4.4926, -1.5470)
H (-3.4248, 3.7468, -2.5447)
H (-3.7327, 1.3819, -3.1996)
H (-1.9176, -0.2268, -2.8968)

Cartesian forces, eV/Å:
0.202 0.006 -1.752
-0.002 0.028 0.041
-0.034 -0.065 -0.010
-0.054 -0.018 0.035
0.021 0.112 -0.146
0.023 0.095 0.000
0.041 -0.029 -0.061
-0.104 0.000 0.769
0.292 -0.117 -0.261
-0.294 -0.085 0.385
0.064 0.005 0.027
0.010 0.030 -0.009
0.005 0.030 -0.007
0.088 -0.048 -0.005
-0.116 -0.010 0.141
0.001 0.006 -0.002
-0.013 -0.020 -0.003
-0.011 0.012 0.011
-0.004 0.004 -0.012
0.010 -0.009 -0.017
-0.002 0.008 -0.006
0.007 -0.007 -0.001
-0.001 0.000 0.002
-0.008 -0.031 0.008
0.103 -0.005 -0.140
-0.564 0.015 0.474
0.387 0.353 0.466
0.151 0.034 -0.107
-0.151 -0.251 0.226
0.041 0.028 -0.107
-0.025 -0.017 -0.011
0.009 -0.013 0.031
-0.005 0.003 -0.019
0.001 0.012 -0.009
-0.018 -0.020 0.067
-0.040 0.005 0.033
0.043 -0.029 0.028
-0.023 0.008 -0.015
0.009 -0.011 0.001
-0.012 0.025 0.001
-0.015 -0.063 0.001
0.011 0.007 0.001
-0.024 -0.003 -0.031
-0.007 0.003 0.002
0.000 0.004 0.003
0.000 0.006 0.000
0.006 0.001 0.001
-0.011 -0.007 -0.031
0.015 -0.011 -0.001
-0.002 0.002 0.000
-0.003 0.000 0.003
-0.003 0.007 -0.003
0.010 0.019 0.007

The Mulliken scheme yields these atomic charges, measured in e: 0.445, -0.310, -0.798, -0.329, 0.295, 0.243, -1.023, 0.984, -0.895, 1.064, -0.716, -0.309, -0.747, -0.130, -0.193, 0.455, 0.463, 0.560, 0.409, 0.506, 0.516, 0.477, 0.457, 0.497, -0.324, 0.470, -0.537, -0.628, 1.392, 0.326, -0.441, -0.812, -0.595, -0.797, -0.230, 1.039, -0.435, -0.838, -0.547, -0.974, -0.518, 0.494, 0.503, 0.505, 0.464, 0.454, 0.475, 0.336, 0.471, 0.481, 0.454, 0.483, 0.409

=====

4.
Density functional theory data (wB97M-V/def2-TZVPD) for the molecule C25H21N3O4S at a distorted geometry.

Its calculated total energy is -49762.636 eV. As for the frontier orbital gap: 8.290 eV. The relative energy (zero: lowest compared OMol25 entry of this formula, charge and spin) comes out at 21.9 kJ/mol. For the largest force on an atom, the calculation gives 1.1 eV/Å. The charge is 0.

Positions of all 54 atoms, in Å:
C (-2.7583, 0.3938, 2.2494)
C (-2.3489, -0.7702, 1.3850)
O (-2.5637, -0.8144, 0.1982)
N (-1.6730, -1.7743, 2.0183)
H (-1.4859, -1.7265, 3.0060)
S (-1.2454, -3.2653, 1.2914)
O (-2.3522, -3.7700, 0.5523)
O (-0.7401, -4.0285, 2.3933)
C (0.1058, -2.7817, 0.2361)
C (-0.1447, -2.0320, -0.8961)
C (0.9253, -1.4969, -1.5882)
C (2.2284, -1.7268, -1.1499)
C (2.4633, -2.5912, -0.0829)
C (1.3916, -3.1022, 0.6260)
H (1.5310, -3.7234, 1.4961)
H (3.4754, -2.8144, 0.2182)
N (3.2815, -0.9894, -1.7272)
C (3.3650, 0.3738, -1.6203)
O (4.2597, 1.0088, -2.1240)
C (2.2453, 0.9434, -0.7979)
C (1.2401, 1.6772, -1.3635)
C (0.0953, 1.9988, -0.5907)
N (-0.0450, 1.6141, 0.6551)
C (0.9721, 0.9746, 1.2639)
C (0.8417, 0.6312, 2.6260)
C (1.8572, -0.0062, 3.2826)
C (3.0549, -0.3103, 2.6201)
C (3.2124, 0.0067, 1.2990)
C (2.1734, 0.6334, 0.5867)
H (4.1460, -0.1943, 0.7935)
H (3.8564, -0.7870, 3.1640)
H (1.7526, -0.2621, 4.3266)
H (-0.0644, 0.9125, 3.1376)
C (-1.0066, 2.7428, -1.2134)
C (-2.3250, 2.3341, -1.0348)
C (-3.3555, 3.0368, -1.6286)
C (-3.1028, 4.1647, -2.4006)
C (-1.7832, 4.5676, -2.5748)
C (-0.7448, 3.8638, -1.9976)
H (0.2738, 4.1979, -2.1346)
H (-1.5687, 5.4421, -3.1728)
C (-4.2233, 4.9426, -3.0189)
H (-3.9288, 5.3461, -3.9853)
H (-5.1045, 4.3193, -3.1486)
H (-4.4928, 5.7805, -2.3748)
H (-4.3738, 2.7014, -1.4944)
H (-2.5262, 1.4407, -0.4662)
H (1.2710, 1.9446, -2.4088)
H (4.0846, -1.4713, -2.1086)
H (0.7580, -0.8741, -2.4530)
H (-1.1633, -1.8427, -1.1923)
H (-3.7749, 0.6826, 1.9935)
H (-2.6939, 0.1687, 3.3092)
H (-2.1004, 1.2276, 1.9988)

Cartesian forces, eV/Å:
0.017 -0.043 -0.076
-0.192 0.402 0.004
-0.248 0.133 -0.389
0.305 -1.086 -0.077
0.073 -0.093 0.085
-0.095 0.310 0.395
0.127 0.330 -0.271
0.274 0.204 0.025
-0.423 -0.165 0.335
-0.114 0.116 -0.224
0.110 -0.286 0.059
-0.479 -0.421 0.153
-0.134 0.028 -0.272
0.075 -0.166 0.104
0.111 -0.051 0.104
0.098 0.045 0.077
0.337 -0.273 -0.212
-0.002 -0.143 -0.076
0.089 0.266 -0.023
-0.246 0.624 0.123
0.440 -0.194 0.199
0.234 -0.192 0.176
-0.460 0.323 -0.159
0.684 -0.312 -0.172
0.130 -0.087 0.163
-0.254 0.086 0.057
0.257 0.012 -0.244
0.097 0.019 0.257
-0.362 0.243 0.079
0.090 -0.085 -0.028
0.089 -0.038 0.025
-0.036 -0.002 0.093
-0.134 0.039 0.052
-0.316 0.236 -0.202
0.194 0.023 0.007
0.017 0.076 -0.023
0.063 -0.036 -0.009
-0.083 -0.003 -0.028
0.010 -0.153 0.106
0.108 0.027 -0.027
0.017 0.088 -0.059
-0.001 0.050 0.051
-0.043 0.036 -0.069
-0.080 0.004 -0.041
-0.077 0.064 -0.018
-0.116 -0.047 -0.007
-0.042 -0.115 0.085
0.003 -0.007 -0.107
-0.036 0.147 0.001
-0.006 0.028 -0.071
-0.038 0.051 -0.091
-0.041 -0.057 -0.006
-0.011 0.039 0.143
0.017 0.004 0.024

The Mulliken scheme yields these atomic charges, measured in e: -1.338, 0.933, -0.593, -0.227, 0.263, 1.353, -0.633, -0.740, -0.118, -0.558, -0.011, -0.458, -0.301, -0.700, 0.525, 0.435, -0.052, -0.429, -0.641, 0.173, -0.333, 0.609, -0.346, -0.937, -0.268, -0.763, -0.699, -0.274, 1.276, 0.563, 0.426, 0.436, 0.588, 0.121, -0.415, -0.926, 1.034, -0.794, -0.768, 0.524, 0.392, -1.439, 0.377, 0.373, 0.271, 0.383, 0.490, 0.630, 0.290, 0.617, 0.594, 0.431, 0.403, 0.252